(1)
This record from the Open Molecules 2025 dataset describes C4H15NO3 as an isolated structure. The level of theory is ωB97M-V/def2-TZVPD.

The calculation puts the energy above the lowest of the compared OMol25 structures with the same formula, charge and spin at 130.90 kcal/mol. The calculation puts the HOMO energy at -8.919 eV. The value obtained for the HOMO-LUMO gap is 6.19 eV.

Each line ends with the Löwdin charge.
Atoms and positions in Å:
O  2.32  1.11  0.55  -0.132
O  1.34  -0.36  -1.29  -0.370
O  0.13  1.98  -2.25  -0.101
N  -0.68  -1.60  0.11  -0.008
C  -0.22  0.00  1.87  -0.130
C  -1.26  0.57  0.90  -0.129
C  0.27  -1.30  1.17  -0.194
C  -1.72  -0.64  0.15  -0.114
H  1.97  -0.64  -1.96  -0.022
H  2.07  0.43  -0.17  -0.025
H  0.54  1.15  -1.91  -0.035
H  -0.65  -0.30  2.82  0.109
H  -2.69  -1.08  0.39  0.146
H  -0.29  1.72  -3.07  0.015
H  -0.17  -1.44  -0.79  0.100
H  0.65  0.64  1.97  0.093
H  0.49  -2.09  1.89  0.118
H  -1.99  -0.41  -1.92  0.260
H  3.22  1.41  0.39  0.019
H  -1.82  -0.39  -1.14  0.073
H  1.23  -1.16  0.67  0.079
H  -0.73  1.24  0.21  0.126
H  -2.02  1.14  1.42  0.120

---

(2)
This record from the Open Molecules 2025 dataset describes an isolated ion of composition C4H8N3S and charge +1. The level of theory is ωB97M-V/def2-TZVPD.

The calculation puts the energy above the lowest of the compared OMol25 structures with the same formula, charge and spin at 63.45 kcal/mol. The calculation puts the HOMO energy at -12.472 eV. Its total charge is +1. Its structure (SMILES) is CN1[NH+]=CNCC1=S. The value obtained for the HOMO-LUMO gap is 8.33 eV.

Each line ends with the Löwdin charge.
Atoms and positions in Å:
S  -2.88  0.53  -0.08  0.821
N  1.00  -0.51  0.12  0.165
N  0.85  1.76  0.19  0.092
N  -0.54  -0.55  0.01  -0.094
C  -1.07  -1.99  0.00  0.013
C  -0.48  1.74  -0.46  -0.102
C  -1.27  0.52  -0.07  -0.858
C  1.59  0.70  0.30  -0.055
H  -2.18  -2.00  -0.24  0.087
H  -0.37  -2.51  -0.62  0.080
H  1.53  -1.41  0.17  0.186
H  2.60  0.67  0.46  0.142
H  1.28  2.62  0.58  0.201
H  -0.29  1.72  -1.46  0.114
H  -1.07  2.55  -0.03  0.131
H  -1.02  -2.39  0.98  0.078

---

(3)
This record from the Open Molecules 2025 dataset describes a 2-piece molecular cluster, C3H6O overall. The level of theory is ωB97M-V/def2-TZVPD.

The calculation puts the energy above the lowest of the compared OMol25 structures with the same formula, charge and spin at 49.66 kcal/mol. The calculation puts the HOMO energy at -10.237 eV. Its structure (SMILES) is C#CC.O. The value obtained for the HOMO-LUMO gap is 10.92 eV.

Each line ends with the Löwdin charge.
Atoms and positions in Å:
O  0.30  1.01  -2.99  -0.088
C  0.38  -0.67  1.36  -0.189
C  1.28  -1.04  2.07  0.066
C  -0.80  -0.05  0.64  -0.114
H  0.59  0.30  -2.37  0.039
H  -1.66  0.09  1.31  0.076
H  -0.42  0.95  0.36  0.073
H  -0.67  1.08  -2.86  0.045
H  2.12  -1.10  2.75  0.026
H  -1.13  -0.57  -0.27  0.066

---

(4)
This record from the Open Molecules 2025 dataset describes an isolated molecule of C5H8N2. The level of theory is ωB97M-V/def2-TZVPD.

The calculation puts the energy above the lowest of the compared OMol25 structures with the same formula, charge and spin at 58.20 kcal/mol. The calculation puts the HOMO energy at -7.918 eV. Its structure (SMILES) is C=CCN=C=CN. The value obtained for the HOMO-LUMO gap is 8.94 eV.

Each line ends with the Löwdin charge.
Atoms and positions in Å:
N  -0.04  1.64  0.54  0.067
N  2.72  -0.50  -0.11  0.008
C  -1.93  -1.23  -0.33  0.008
C  1.79  -0.10  0.88  -0.209
C  -1.31  1.19  -0.07  -0.227
C  0.85  0.81  0.72  -0.137
C  -1.24  -0.16  -0.73  -0.197
H  -2.61  -1.18  0.52  0.061
H  -0.55  -0.24  -1.57  0.104
H  2.64  0.06  -0.95  0.073
H  -2.07  1.19  0.72  0.113
H  1.81  -0.65  1.81  0.105
H  -1.60  1.96  -0.80  0.109
H  -1.83  -2.19  -0.83  0.055
H  3.67  -0.42  0.24  0.069